No. 1
DFT (ωB97M-V/def2-TZVPD) results for a structure of composition C37H56Cl2HfNP.

Structure (XYZ):
```
98
Properties=species:S:1:pos:R:3:mulliken_charge:R:1
P 0.3009 -0.5156 -2.3897 0.29
C 1.6254 -0.0675 -3.7243 0.01
C 1.5267 -0.7017 -5.1216 0.12
C 2.7331 -0.3821 -6.0114 -1.04
C 3.1185 1.0994 -6.0232 -0.64
C 3.0935 1.7638 -4.6457 -1.04
C 1.8083 1.4440 -3.8701 -0.82
C -1.2304 0.3450 -3.1206 0.72
C -1.3646 0.2973 -4.6380 -0.56
C -2.7150 0.8497 -5.0996 -1.19
C -2.9733 2.2571 -4.5570 -0.86
C -2.6809 2.4023 -3.0597 -0.67
C -1.3348 1.7974 -2.6458 -0.25
C -0.0723 -2.2388 -3.0561 0.41
C 1.1728 -3.1290 -2.9662 -0.96
C 0.8987 -4.4725 -3.6519 -0.82
C -0.3675 -5.1520 -3.1392 -0.76
C -1.5809 -4.2264 -3.1348 -0.81
C -1.3176 -2.8828 -2.4358 -0.57
H 2.5332 -0.4724 -3.2435 0.57
H 0.6395 -0.3332 -5.6402 0.05
H 1.3904 -1.7858 -5.0887 -0.18
H 2.4936 -0.6970 -7.0339 0.37
H 3.5910 -0.9813 -5.6743 0.35
H 4.1140 1.2043 -6.4627 0.38
H 2.4440 1.6455 -6.6949 0.32
H 3.9486 1.4124 -4.0527 0.39
H 3.1792 2.8489 -4.7563 0.42
H 1.8073 1.9387 -2.8882 0.48
H 0.9526 1.8620 -4.4170 0.12
H -2.0587 -0.2326 -2.6803 0.46
H -3.5165 0.1701 -4.7768 0.39
H -1.2278 -0.7143 -5.0403 0.16
H -0.5858 0.9351 -5.0687 -0.01
H -2.7232 0.8775 -6.1955 0.40
H -4.0103 2.5385 -4.7582 0.42
H -2.3578 2.9778 -5.1108 0.30
H -2.6926 3.4608 -2.7800 0.43
H -3.4721 1.9004 -2.4857 0.32
H -1.1957 1.8638 -1.5570 -0.33
H -0.5163 2.3875 -3.0877 0.21
H -0.3127 -2.1383 -4.1356 -0.07
H 2.0200 -2.6522 -3.4711 0.36
H 1.4770 -3.2441 -1.9146 0.41
H 0.7808 -4.2948 -4.7303 0.27
H 1.7675 -5.1272 -3.5416 0.41
H -0.1891 -5.5071 -2.1188 0.33
H -0.5810 -6.0320 -3.7538 0.40
H -2.4468 -4.7169 -2.6847 0.41
H -1.8495 -4.0135 -4.1773 0.31
H -2.1838 -2.2262 -2.5891 0.22
H -1.2010 -2.9837 -1.3448 0.39
Hf -0.0482 -0.2858 2.4012 0.33
Cl -2.2260 -0.8284 1.7851 -0.60
Cl 1.3352 -1.7332 1.1574 -0.67
C 0.3595 1.7920 2.3612 -0.50
H 1.1780 2.0180 3.0690 -0.02
C -0.8300 5.1836 0.0799 -0.75
C 0.2727 5.2794 0.9526 -0.32
C 0.6117 4.2114 1.7740 -0.83
C -0.1070 2.9642 1.6969 0.90
C -1.2876 2.9345 0.8764 -0.59
C -1.6262 4.0185 0.0839 0.04
H -1.0910 6.0176 -0.5836 0.28
H 0.8494 6.2013 0.9834 0.35
H 1.4486 4.2882 2.4653 0.30
H -1.9014 2.0237 0.9006 0.23
H -2.5263 3.9834 -0.5327 0.49
C -1.1469 -3.7010 4.9128 -1.28
C 0.1566 -3.2036 5.5585 0.48
C 1.3804 -3.2137 4.6418 -1.25
C -0.0291 -1.8899 6.3282 0.10
C -0.4171 -1.9967 7.6513 -0.30
C -0.3814 -0.8907 8.5029 -1.20
C -0.1324 0.3643 7.9643 -0.16
C 0.2059 0.5355 6.6329 -0.16
C 0.6345 1.9350 6.2047 1.11
C -0.5581 2.8751 5.9846 -1.30
C 1.5494 2.5228 7.3070 -1.59
C 0.1265 -0.5873 5.7059 0.34
N 0.1221 -0.4747 4.3699 -0.07
H -1.5758 -2.9815 4.1971 0.15
H -1.9019 -3.8916 5.7043 0.31
H -0.9605 -4.6548 4.4003 0.41
H 0.3767 -3.9519 6.3429 0.27
H 1.2654 -2.5805 3.7498 -0.08
H 2.2622 -2.8676 5.1955 0.33
H 1.5587 -4.2460 4.3114 0.49
H -0.7550 -2.9488 8.0703 0.33
H -0.5656 -0.9865 9.5768 0.29
H -0.2153 1.2311 8.6297 0.21
H 1.1853 1.8374 5.2569 -0.07
H -1.1437 2.9867 6.9124 0.33
H -0.2188 3.8794 5.6848 0.37
H -1.2190 2.4935 5.1946 0.25
H 2.3321 1.7939 7.5581 0.36
H 2.0331 3.4590 7.0114 0.43
H 0.9617 2.7259 8.2139 0.29
```

Results
Charge: -2
Gap between HOMO and LUMO in eV: 3.52
Spin multiplicity: 1


No. 2
DFT (ωB97M-V/def2-TZVPD) results for a cluster of 3 separate species, C37H58ClN6O2S in total.

Structure (XYZ):
```
105
Properties=species:S:1:pos:R:3:mulliken_charge:R:1
C -0.6935 -5.0881 1.2234 -1.04
C 0.4983 -4.5200 2.0739 0.31
C 1.8531 -5.2386 1.7926 -1.10
C 2.8471 -4.2303 1.1511 -0.77
C 2.4181 -3.8386 -0.2695 0.50
C 3.2642 -2.6608 -0.8066 -0.81
C 2.5729 -2.0118 -2.0302 -1.00
C 1.3276 -1.2152 -1.5498 0.83
C 1.0197 0.0708 -2.3610 -1.48
C 1.2494 1.3929 -1.5821 -0.27
C -0.0304 1.9010 -0.8710 -1.60
C -0.5681 0.8511 0.0873 -0.16
C -1.6253 0.0467 -0.2011 0.01
C -2.4926 0.0077 -1.4240 -0.32
C -3.8308 0.8332 -1.3170 -0.69
O -4.9786 -0.0092 -1.3046 -0.60
C -3.8437 1.8634 -0.1872 -0.32
N -5.1116 2.6060 -0.2396 -0.73
N -1.7091 -0.7814 0.9421 0.70
C -2.7115 -1.8577 1.0268 -0.69
C -4.0166 -1.4580 1.7387 -0.45
C -5.0774 -2.5160 1.3797 -0.03
O -6.2217 -2.1375 1.2124 -0.56
N -4.6930 -3.8815 1.2377 -0.11
C -4.3718 -4.2312 -0.1448 -0.06
C -3.5344 -5.2949 -0.4089 -0.19
C -3.1860 -5.6201 -1.6932 -0.58
C -3.6508 -4.8938 -2.7769 -0.58
C -4.4982 -3.8401 -2.5127 -0.64
C -4.8509 -3.5116 -1.2228 -0.13
C -0.7874 -0.4631 1.8112 0.59
S -0.6073 -1.3200 3.3419 -0.08
N -0.0401 0.5556 1.3377 0.37
C 1.1016 1.1194 2.0563 -0.42
Cl 2.5746 0.1275 1.7817 -0.12
C 1.3320 2.6181 1.8246 0.23
C 2.5472 3.0610 2.6773 -1.38
H -0.7636 -4.4790 0.3120 0.17
H -1.6200 -4.9432 1.7967 0.27
H -0.5407 -6.1453 0.9943 0.52
H 0.2096 -4.5753 3.1293 0.61
H 0.6279 -3.4743 1.7597 -0.54
H 2.2666 -5.5391 2.7651 0.36
H 1.7470 -6.1499 1.1931 0.43
H 3.8238 -4.7327 1.1318 0.49
H 2.8839 -3.3603 1.8223 0.19
H 1.3508 -3.5812 -0.3015 -0.50
H 2.5945 -4.7040 -0.9258 0.27
H 3.3180 -1.9180 0.0012 0.12
H 4.2851 -2.9693 -1.0615 0.53
H 3.2776 -1.4087 -2.6143 0.49
H 2.2236 -2.8263 -2.6819 0.35
H 1.5221 -0.9125 -0.5110 -0.49
H 0.4810 -1.9141 -1.5127 0.18
H 1.6791 0.1145 -3.2355 0.73
H -0.0202 0.0105 -2.6969 0.17
H 2.0755 1.3330 -0.8597 0.20
H 1.5470 2.1470 -2.3246 0.41
H -0.8168 2.0878 -1.6095 0.59
H 0.1128 2.8517 -0.3516 0.72
H -1.9199 0.4527 -2.2399 0.63
H -2.7746 -1.0064 -1.7303 0.30
H -3.9195 1.4048 -2.2489 0.59
H -5.1079 -0.3226 -0.3989 0.30
H -3.6441 1.4416 0.8151 0.30
H -3.0584 2.6124 -0.3736 0.20
H -5.1556 3.2528 0.5443 0.26
H -5.8826 1.9650 -0.0622 0.26
H -2.2343 -2.6981 1.5443 0.27
H -2.8790 -2.1997 0.0020 -0.21
H -4.3607 -0.4630 1.4564 0.27
H -3.8897 -1.5480 2.8268 0.44
H -5.5368 -4.4212 1.4392 0.40
H -3.1032 -5.9023 0.3852 0.54
H -2.5057 -6.4387 -1.9198 0.39
H -3.3666 -5.1582 -3.7910 0.44
H -4.8568 -3.2540 -3.3564 0.44
H -5.5223 -2.6642 -1.1151 0.36
H -0.6390 -0.3681 4.3055 0.25
H 0.8811 0.9933 3.1209 0.61
H 0.4516 3.2317 2.0343 0.34
H 1.6757 2.7298 0.7913 -0.26
H 2.6480 4.1510 2.6930 0.42
H 2.4940 2.6627 3.6989 0.34
H 3.4715 2.6876 2.2275 0.24
N 1.2845 6.3401 -0.8350 0.05
C 1.8650 5.2923 -1.5025 -0.52
C 1.7789 5.5477 -2.8454 -0.72
C 1.1256 6.7991 -2.9954 -0.59
C 0.8364 7.2630 -1.7399 -0.53
H 1.2013 6.4199 0.1619 0.24
H 2.2873 4.4580 -0.9640 0.68
H 2.1448 4.9098 -3.6334 0.47
H 0.8959 7.3016 -3.9199 0.41
H 0.3514 8.1672 -1.4132 0.46
N 5.2141 5.4887 0.2127 0.10
C 5.9744 6.5904 0.4976 -0.38
C 6.9648 6.2076 1.3620 -0.57
C 6.8014 4.8177 1.6059 -0.61
C 5.7162 4.4025 0.8825 -0.45
H 4.4138 5.4796 -0.3946 0.26
H 5.7447 7.5482 0.0623 0.39
H 7.7243 6.8514 1.7731 0.39
H 7.4121 4.1954 2.2390 0.40
H 5.2585 3.4320 0.7851 0.51
```

Results
Charge: +1
Gap between HOMO and LUMO in eV: 7.02
Spin multiplicity: 1


Look up the spin multiplicity of the second one. 1


What is the formula in the second record? C37H58ClN6O2S